1.
A structure of composition C60H70O3P2SbTeTi, computed with the ωB97M-V functional and the def2-TZVPD basis.

Element x y z (Å)
Ti1 0.13477 -0.00128 -0.11523
O1 -2.06105 0.46221 0.11249
C1 -2.98900 -0.68950 -0.05057
C2 -2.07677 -1.75665 -0.66981
O2 -2.39657 -2.86746 -0.91642
O3 -0.80859 -1.25954 -0.95895
C3 -3.59074 -1.04895 1.29834
C4 -3.95101 -0.02066 2.16881
C5 -4.64931 -0.28126 3.33833
C6 -5.03122 -1.58260 3.63255
C7 -4.70803 -2.60503 2.75353
C8 -3.98597 -2.34563 1.59612
C9 -4.09539 -0.40482 -1.06000
C10 -5.44124 -0.41219 -0.70298
C11 -6.41973 -0.23584 -1.67387
C12 -6.06548 -0.07834 -3.00421
C13 -4.72413 -0.10016 -3.36914
C14 -3.75504 -0.26446 -2.39807
H1 -2.54431 1.16377 0.57160
H2 -3.74932 1.02242 1.94120
H3 -4.92429 0.53201 3.99666
H4 -5.59392 -1.79167 4.53245
H5 -5.02666 -3.61674 2.96056
H6 -3.77639 -3.15146 0.90690
H7 -5.74291 -0.56669 0.32270
H8 -7.46230 -0.24071 -1.38677
H9 -6.83168 0.04229 -3.75826
H10 -4.44244 -0.00036 -4.41015
H11 -2.71448 -0.29771 -2.67942
C15 1.88930 -2.28747 2.13818
C16 3.00088 -1.41498 1.59307
P1 2.64295 -0.90067 -0.12828
C17 2.49080 -2.47149 -1.03033
C18 3.26056 -3.57756 -0.66211
C19 3.19959 -4.74708 -1.40091
C20 2.37950 -4.82100 -2.52152
C21 1.61993 -3.72526 -2.90170
C22 1.67502 -2.55867 -2.15205
C23 4.25880 -0.26930 -0.66864
C24 5.02401 0.51914 0.18781
C25 6.26090 0.99863 -0.21856
C26 6.74263 0.68821 -1.48227
C27 5.99078 -0.10961 -2.33428
C28 4.75326 -0.58933 -1.93082
P2 0.25010 -1.47311 2.18411
C29 0.28192 -0.44149 3.67832
C30 1.36504 -0.40534 4.55076
C31 1.33111 0.40412 5.68305
C32 0.20449 1.15908 5.96584
C33 -0.89590 1.10172 5.11656
C34 -0.85096 0.31904 3.97386
C35 -0.73356 -2.92696 2.63640
C36 -1.22894 -3.11903 3.92057
C37 -1.82174 -4.33204 4.25173
C38 -1.92606 -5.34203 3.30745
C39 -1.44206 -5.14636 2.01858
C40 -0.84486 -3.94275 1.68492
H12 2.11129 -2.67166 3.13533
H13 1.75168 -3.16243 1.49966
H14 3.96311 -1.92933 1.60202
H15 3.12699 -0.50893 2.18798
H16 3.92687 -3.53042 0.18979
H17 3.80007 -5.59839 -1.10982
H18 2.33479 -5.73680 -3.09579
H19 0.97965 -3.77833 -3.77221
H20 1.06496 -1.71661 -2.44807
H21 4.67549 0.74969 1.18671
H22 6.85274 1.60344 0.45552
H23 7.70945 1.05734 -1.79690
H24 6.37138 -0.36594 -3.31399
H25 4.18452 -1.22065 -2.60272
H26 2.24181 -1.01390 4.37561
H27 2.18059 0.42715 6.35298
H28 0.17651 1.77693 6.85344
H29 -1.79193 1.66289 5.35177
H30 -1.71520 0.27734 3.31976
H31 -1.14437 -2.34572 4.67238
H32 -2.19912 -4.48625 5.25399
H33 -2.38380 -6.28572 3.57376
H34 -1.52528 -5.92999 1.27734
H35 -0.46644 -3.80342 0.67698
C41 3.38812 2.29418 -2.29661
C42 2.21782 3.19788 -2.64259
C43 2.22959 4.36068 -1.64542
C44 2.42313 3.78782 -4.04337
Sb1 0.39488 1.95167 -2.45778
C45 -1.16934 3.49310 -2.34761
C46 -0.95873 4.66920 -3.30103
C47 -2.53253 2.88096 -2.61955
C48 -1.18762 4.00301 -0.90426
C49 0.31387 0.95564 -4.41864
C50 -0.12218 1.92726 -5.51404
C51 1.69804 0.38728 -4.74894
C52 -0.67144 -0.21739 -4.39086
H36 4.32618 2.85016 -2.41477
H37 3.45513 1.40766 -2.92421
H38 3.33711 1.97287 -1.25559
H39 3.19906 4.86073 -1.74721
H40 2.13405 4.03770 -0.61012
H41 1.47200 5.11324 -1.84366
H42 3.31197 4.42692 -3.99750
H43 1.60341 4.41521 -4.37552
H44 2.61448 3.04811 -4.81580
H45 -0.89882 4.36979 -4.34282
H46 -0.08507 5.26387 -3.06060
H47 -1.82731 5.33160 -3.20917
H48 -2.63650 2.48276 -3.62886
H49 -3.29336 3.66119 -2.50022
H50 -2.76687 2.08730 -1.91813
H51 -0.25560 4.47017 -0.59195
H52 -1.42384 3.19533 -0.20084
H53 -1.98510 4.74888 -0.80924
H54 0.57042 2.75458 -5.64622
H55 -1.11589 2.33119 -5.33505
H56 -0.16393 1.38705 -6.46705
H57 2.48159 1.13127 -4.85390
H58 1.61719 -0.13309 -5.70959
H59 2.03791 -0.35072 -4.01982
H60 -1.69023 0.10972 -4.60068
H61 -0.67884 -0.77909 -3.45772
H62 -0.40225 -0.91925 -5.18672
C53 2.57463 2.22754 2.80557
Te1 1.00794 2.32679 1.38237
C54 -0.04417 3.55608 2.74234
C55 1.00381 3.95840 3.75141
C56 0.70303 4.95053 4.68458
C57 1.63595 5.31646 5.63718
C58 2.87997 4.69508 5.66509
C59 3.18241 3.71166 4.74096
C60 2.24512 3.33612 3.77895
H63 3.50761 2.38601 2.27129
H64 2.57476 1.25535 3.29300
H65 -0.85790 2.98251 3.18160
H66 -0.44401 4.38914 2.16817
H67 -0.26262 5.44053 4.66137
H68 1.40001 6.09057 6.35462
H69 3.61374 4.98525 6.40470
H70 4.15358 3.23220 4.76352

Summary:
LUMO level (spin up / spin down) ... -0.20771 / -0.20076 Eh
HOMO level (spin up / spin down) ... -13.08 / -13.09 eV
Frontier orbital gap (spin up / spin down) ... 7.4 / 7.6 eV
Total charge ... +2
E ... -125011.9839 eV
Energy above the lowest of the compared OMol25 structures with the same formula, charge and spin ... 0.0000 eV
F_max ... 0.03244 Eh/bohr
2S+1 ... 2

***

2.
A structure of composition C52H55N9OS2SnTe, computed with the ωB97M-V functional and the def2-TZVPD basis.

Element x y z (Å)
Sn1 -0.41538 -0.14563 -0.22935
C1 -2.30698 1.49689 3.81705
C2 -1.56640 0.58559 2.86233
N1 -1.44647 0.88564 1.61834
N2 -2.08913 2.05041 1.21191
C3 -2.80386 1.84396 0.15073
S1 -2.99728 0.41584 -0.75487
S2 -3.74701 3.32941 -0.31633
C4 -4.85912 3.37070 1.12735
C5 -5.91488 2.30327 1.10377
C6 -7.16321 2.55571 0.54050
C7 -8.14085 1.57311 0.50228
C8 -7.87910 0.31409 1.02771
C9 -6.63427 0.04877 1.58063
C10 -5.65972 1.03558 1.61816
C11 -1.11126 -0.73196 3.33360
C12 -0.73495 -0.96436 4.66139
C13 -0.52800 -2.23454 5.16634
C14 -0.75663 -3.32654 4.31679
C15 -1.09605 -3.12795 2.99867
C16 -1.21786 -1.82321 2.43625
O1 -1.44704 -1.65954 1.18327
H1 -3.38035 1.43722 3.61774
H2 -2.15062 1.21653 4.85273
H3 -2.01214 2.53243 3.65187
H4 -4.22643 3.29158 2.01054
H5 -5.32222 4.35883 1.11606
H6 -7.36287 3.53440 0.11632
H7 -9.10490 1.78697 0.05553
H8 -8.63722 -0.45909 0.99448
H9 -6.40922 -0.93560 1.97151
H10 -4.67778 0.80754 2.01620
H11 -0.58742 -0.12057 5.32228
H12 -0.21853 -2.37664 6.19427
H13 -0.64928 -4.33799 4.69763
H14 -1.26115 -3.95757 2.32012
N3 -0.57224 1.79939 -3.80583
C17 -0.38619 2.69871 -2.75485
C18 -0.47974 4.06338 -3.06558
C19 -0.29318 4.99337 -2.06726
C20 -0.00029 4.55987 -0.78152
C21 0.10965 3.19986 -0.57674
N4 -0.06585 2.28126 -1.53496
C22 -1.25957 0.56703 -3.83847
C23 -1.70784 0.22628 -5.18998
C24 -1.83636 -1.02392 -5.68017
C25 -1.56067 -2.29174 -5.03537
C26 -2.27670 -1.31317 -2.92634
N5 -1.41185 -0.14956 -2.80264
H15 -0.64620 2.27960 -4.68472
H16 -0.73023 4.37025 -4.07425
H17 -0.39043 6.05004 -2.28669
H18 0.12078 5.24407 0.04595
H19 0.38142 2.81045 0.39744
H20 -1.81463 1.04857 -5.89211
H21 -2.04558 -1.08576 -6.74556
H22 -1.86593 -4.31058 -5.60389
H23 -2.54031 -1.62312 -1.91835
C27 4.14646 5.85239 4.19474
C28 3.69604 4.59845 3.49049
C29 3.30881 3.47006 4.19912
C30 2.89061 2.30428 3.56169
C31 2.48525 1.12912 4.40511
C32 2.86234 2.24248 2.15671
Te1 2.32765 0.41928 1.18786
C33 3.24527 3.38433 1.43060
C34 3.27935 3.42410 -0.07709
C35 3.65225 4.53309 2.10673
H24 4.16339 5.70816 5.27611
H25 3.48033 6.69231 3.98096
H26 5.15102 6.14685 3.88017
H27 3.32541 3.49486 5.28574
H28 2.43766 1.41050 5.46079
H29 3.19378 0.30360 4.29206
H30 1.52049 0.73703 4.08974
H31 2.76954 2.56315 -0.50661
H32 4.31472 3.41047 -0.43368
H33 2.81002 4.33751 -0.45180
H34 3.94563 5.40351 1.52319
C36 4.90885 0.87214 -2.60700
N6 3.74634 0.02150 -2.67844
C37 3.72579 -1.35099 -2.81608
C38 2.42060 -1.72096 -2.67516
N7 1.64200 -0.61185 -2.44965
C39 2.46689 0.40415 -2.46271
H35 5.71430 0.43599 -3.19641
H36 5.24031 0.99213 -1.57357
H37 4.67033 1.85328 -3.01648
H38 4.62499 -1.91529 -2.99779
H39 1.98522 -2.70548 -2.73085
H40 2.19254 1.43637 -2.30385
C40 2.12020 -5.40564 2.16561
C41 2.76141 -4.07120 1.77817
C42 3.00138 -3.19560 3.01427
C43 4.08092 -4.30659 1.03210
C44 1.86590 -3.34043 0.85829
N8 1.27743 -2.69984 0.10709
H41 2.79273 -5.94469 2.83780
H42 1.93647 -6.02262 1.28346
H43 1.17519 -5.23946 2.67409
H44 3.72807 -3.69335 3.66394
H45 2.07783 -3.03687 3.56471
H46 3.38329 -2.21597 2.72195
H47 4.77496 -4.83532 1.68995
H48 4.52640 -3.35467 0.74047
H49 3.92268 -4.90327 0.13221
C45 -1.51180 -3.88196 -1.71106
C46 -1.07246 -3.62141 -2.96321
C47 0.04671 -4.40743 -3.49397
C48 0.66595 -4.39749 -4.72157
C49 0.18384 -3.88041 -5.92653
C50 -1.25570 -3.46064 -5.94572
C51 -1.60681 -2.43348 -3.69051
C52 0.94834 -3.87464 -7.10151
N9 1.55630 -3.86301 -8.09580
H50 -1.06808 -4.69836 -1.15306
H51 -2.24917 -3.29876 -1.18218
H52 0.52647 -5.01321 -2.73029
H53 1.62946 -4.90324 -4.76529
H54 -1.56928 -3.21381 -6.96233
H55 -3.20530 -1.03077 -3.43765

Summary:
LUMO level ... 0.13944 Eh
HOMO level ... -0.78 eV
Frontier orbital gap ... 4.6 eV
Total charge ... -2
E ... -105070.0341 eV
Energy above the lowest of the compared OMol25 structures with the same formula, charge and spin ... 1.2159 eV
F_max ... 0.03106 Eh/bohr

***

3.
A structure of composition C11H15ClCoN2O4S3, computed with the ωB97M-V functional and the def2-TZVPD basis.

Element x y z (Å)
Co1 1.02099 -0.47796 -0.69739
C1 1.34005 1.81670 2.29180
C2 2.14638 0.66591 2.89610
S1 2.81088 -0.40530 1.60442
C3 2.38001 -2.04308 2.22883
C4 0.89546 -2.30139 2.46893
S2 -0.12147 -2.04376 0.99803
C5 -1.45463 -0.98584 1.58503
C6 -1.06073 0.36240 2.18104
S3 0.04218 1.34209 1.12836
H1 1.99708 2.46390 1.70902
H2 0.91848 2.43649 3.08546
H3 1.53309 0.08385 3.57826
H4 2.96256 1.08197 3.49134
H5 2.92868 -2.25276 3.14888
H6 2.76688 -2.73421 1.47844
H7 0.51388 -1.69056 3.28413
H8 0.77341 -3.33994 2.78319
H9 -2.05968 -1.54013 2.30653
H10 -2.08006 -0.84385 0.70239
H11 -0.57529 0.22477 3.14569
H12 -1.97136 0.93173 2.37504
O1 -2.79339 -0.34928 -5.01802
C7 -2.46406 0.90756 -4.75617
O2 -2.88250 1.84791 -5.38366
C8 -1.55983 1.11821 -3.59802
C9 -1.15799 2.35963 -3.14480
N1 -0.36494 2.15424 -2.07736
N2 -0.23146 0.84430 -1.81708
C10 -0.93393 0.21210 -2.73770
C11 -0.89239 -1.27952 -2.70732
O3 -1.56407 -1.89396 -3.53208
O4 -0.12516 -1.75058 -1.81480
H13 -2.37304 -0.97041 -4.36880
H14 -1.39389 3.33905 -3.51232
H15 0.10228 2.83766 -1.50023
Cl1 2.92760 -0.12796 -1.80516

Summary:
LUMO level (spin up / spin down) ... -0.00802 / -0.00810 Eh
HOMO level (spin up / spin down) ... -9.27 / -9.18 eV
Frontier orbital gap (spin up / spin down) ... 9.1 / 9.0 eV
Total charge ... 0
E ... -105478.4457 eV
F_max ... 0.02802 Eh/bohr
2S+1 ... 4

***

4.
The ion C3H8N3 with charge +1, computed with the ωB97M-V functional and the def2-TZVPD basis.

Element x y z (Å)
N1 2.51058 -0.36131 -0.12632
C1 1.48626 -0.09950 0.32286
C2 0.21517 0.49541 0.59396
N2 0.41526 1.74093 -0.25868
C3 -1.12174 -0.22566 0.05436
N3 -0.89097 -1.63752 -0.15129
H1 3.27070 -0.87869 -0.46575
H2 -0.05586 0.87077 1.61032
H3 1.01919 2.51046 0.14705
H4 0.72029 1.58890 -1.17812
H5 -1.90479 -0.03433 0.78510
H6 -1.34890 0.21966 -0.94314
H7 -0.84763 -2.22160 0.74852
H8 -1.63786 -2.09174 -0.74414

Summary:
LUMO level ... -0.15436 Eh
HOMO level ... -13.75 eV
Frontier orbital gap ... 9.5 eV
Total charge ... +1
E ... -7701.9795 eV
Energy above the lowest of the compared OMol25 structures with the same formula, charge and spin ... 3.2989 eV
F_max ... 0.07032 Eh/bohr

***

5.
The molecule C6H12N2, computed with the ωB97M-V functional and the def2-TZVPD basis.

Element x y z (Å)
C1 0.25061 -1.17413 0.85728
C2 -2.06439 0.61928 0.22254
C3 0.57711 -1.14654 -1.58328
C4 0.09217 -0.42986 -0.33301
N1 -0.06484 -0.80603 2.12952
C5 0.67652 1.19202 -0.09063
C6 1.67003 1.69157 -0.83883
N2 -0.89807 0.55943 -0.62674
H1 0.84360 -2.08091 0.80895
H2 0.34902 -1.35070 2.87140
H3 -0.99646 -0.47740 2.34079
H4 0.45165 1.64090 0.86973
H5 -2.77672 1.31243 -0.23145
H6 -2.52595 -0.37674 0.33116
H7 -1.90091 1.00265 1.24632
H8 0.38149 -0.54984 -2.47234
H9 1.65488 -1.32352 -1.54562
H10 0.05556 -2.09715 -1.71504
H11 2.00761 1.24045 -1.76060
H12 2.21709 2.55410 -0.48014

Summary:
LUMO level (spin up / spin down) ... 0.02648 / 0.01752 Eh
HOMO level (spin up / spin down) ... -6.55 / -6.50 eV
Frontier orbital gap (spin up / spin down) ... 7.3 / 7.0 eV
Total charge ... 0
E ... -9391.9956 eV
Energy above the lowest of the compared OMol25 structures with the same formula, charge and spin ... 4.8541 eV
F_max ... 0.03785 Eh/bohr

***

6.
A structure of composition C63H44N5OPSc, computed with the ωB97M-V functional and the def2-TZVPD basis.

Element x y z (Å)
Sc1 -0.64483 0.68373 0.65243
C1 5.84768 6.10504 0.47873
C2 4.52569 6.19163 0.89273
C3 3.61870 5.20569 0.54167
C4 4.00887 4.10916 -0.22770
C5 5.34497 4.02525 -0.62347
C6 6.25003 5.01560 -0.28147
C7 3.05913 3.04806 -0.55080
C8 3.13839 2.09924 -1.54644
C9 3.92149 1.68707 -2.69054
C10 3.20223 0.75436 -3.36119
C11 1.96996 0.43279 -2.66702
N1 2.02236 1.27496 -1.54590
C12 1.01239 -0.47520 -2.99972
C13 -0.02000 -1.07755 -2.18538
C14 -0.63841 -2.27669 -2.55495
C15 -1.10232 -2.89767 -1.40249
C16 -0.75929 -2.06028 -0.32985
C17 -0.61728 -2.53642 1.05092
C18 -1.22249 -3.86653 1.42900
C19 -0.30525 -5.02018 1.11118
C20 -0.51864 -6.31528 1.35028
C21 -1.70392 -6.92320 1.96339
C22 -2.78621 -6.27381 2.39270
C23 -2.98919 -4.79251 2.33963
C24 0.26451 -1.89645 1.87482
N2 0.51379 -0.55920 1.69614
C25 1.83107 -0.29097 2.04485
C26 2.37221 0.87010 1.62921
C27 3.73119 1.36997 1.91116
C28 4.84899 0.63754 1.52435
C29 6.12417 1.10740 1.80633
C30 6.29089 2.31461 2.46861
C31 5.18034 3.05331 2.85310
C32 3.90868 2.57905 2.57985
C33 1.12557 1.69033 -0.60154
C34 -0.07318 2.61768 -0.84854
C35 0.47879 3.63725 -0.17153
C36 1.75156 2.84917 0.11927
N3 1.39959 1.70077 0.97143
C37 2.32573 -1.48420 2.74538
C38 1.35930 -2.41831 2.71242
N4 -0.19638 -0.89304 -0.81032
C39 1.17607 -1.03543 -4.37913
C40 1.73140 -2.29342 -4.59432
C41 1.91451 -2.76597 -5.88391
C42 1.53553 -1.99067 -6.97220
C43 0.98170 -0.73683 -6.76539
C44 0.81008 -0.25943 -5.47313
H1 6.55735 6.87404 0.75076
H2 4.19882 7.03145 1.49164
H3 2.59280 5.28977 0.88286
H4 5.69011 3.15554 -1.16492
H5 7.28090 4.92613 -0.59761
H6 4.87047 2.09523 -2.98881
H7 3.50018 0.27299 -4.27807
H8 -0.64999 -2.69531 -3.54695
H9 -1.51202 -3.89091 -1.33411
H10 0.62613 -4.74005 0.63086
H11 0.26108 -7.00560 1.05174
H12 -1.68699 -8.00076 2.06439
H13 -3.59362 -6.85706 2.81940
H14 -3.95085 -4.52468 2.77204
H15 4.71265 -0.29116 0.98355
H16 6.98805 0.53279 1.50001
H17 7.28521 2.68453 2.68005
H18 5.30436 4.00155 3.35868
H19 3.04291 3.15783 2.87982
H20 -0.98010 2.47668 -1.43150
H21 0.15753 4.63943 0.07238
H22 3.31315 -1.58397 3.16590
H23 1.42959 -3.42682 3.08960
H24 2.02784 -2.89514 -3.74428
H25 2.35797 -3.74009 -6.04134
H26 1.67688 -2.36231 -7.97794
H27 0.68740 -0.12568 -7.60801
H28 0.38659 0.72315 -5.30610
O1 -0.78269 2.85557 2.42363
N5 -1.93403 2.19381 2.01391
C45 -2.96084 2.34510 2.75586
C46 -4.29499 1.77464 2.51625
C47 -5.31526 2.33738 3.28565
C48 -6.62585 1.91434 3.13715
C49 -6.91774 0.91006 2.22828
C50 -5.90220 0.33120 1.48064
C51 -4.58376 0.75296 1.60554
P1 -3.31320 -0.15374 0.64740
C52 -3.41401 -1.80785 1.36600
C53 -3.02562 -1.76081 2.79591
C54 -2.30885 -2.67396 3.45203
C55 -1.79369 -3.95985 2.88924
C56 -2.70783 -4.18321 0.94561
C57 -3.39245 -2.90287 0.59858
C58 -3.85121 0.09687 -1.07306
C59 -4.32574 1.38496 -1.35597
C60 -4.60837 1.76597 -2.65604
C61 -4.41826 0.86847 -3.69890
C62 -3.93025 -0.39879 -3.43051
C63 -3.63819 -0.78440 -2.12845
H29 -0.91555 3.28414 3.28551
H30 -2.87674 3.00115 3.62488
H31 -5.07867 3.11650 3.99874
H32 -7.41012 2.36143 3.73161
H33 -7.93555 0.56590 2.10654
H34 -6.13816 -0.46964 0.78998
H35 -3.36665 -0.89555 3.35764
H36 -2.11503 -2.49155 4.50312
H37 -1.14985 -4.47812 3.59819
H38 -2.77549 -4.89419 0.12478
H39 -3.69296 -2.81346 -0.43536
H40 -4.49708 2.09509 -0.55493
H41 -4.98625 2.75998 -2.85363
H42 -4.64347 1.16063 -4.71539
H43 -3.75753 -1.09727 -4.23801
H44 -3.19043 -1.75294 -1.96909

Summary:
LUMO level ... -0.11741 Eh
HOMO level ... -7.99 eV
Frontier orbital gap ... 4.8 eV
Total charge ... +1
E ... -105520.6193 eV
F_max ... 0.01563 Eh/bohr